# C31H24AsN6OsSSe

C31H24AsN6OsSSe as an isolated structure (ωB97M-V/def2-TZVPD, the Open Molecules 2025 dataset).

Atoms and positions in Å:
Os 11.14485 17.99300 12.12622
S 12.09765 16.87062 10.40022
C 13.35652 15.68824 11.01699
C 14.49462 16.13390 11.71295
C 15.13422 15.30008 12.67270
C 14.74867 13.98291 12.74775
C 13.79952 13.47592 11.87629
C 13.10116 14.29969 10.99913
As 11.24601 13.93264 10.35964
C 11.22854 11.92820 10.60694
C 10.73255 11.13128 9.58307
C 10.64308 9.75452 9.76223
C 10.99337 9.15810 10.96290
C 11.37011 10.00267 12.02681
C 11.33403 11.38459 11.88530
C 11.45171 14.15660 8.39222
C 12.63642 14.49575 7.67054
C 12.59667 14.60353 6.28718
C 11.45351 14.47257 5.55270
C 10.29389 14.08355 6.23542
C 10.28287 14.01125 7.64860
H 14.87253 17.15185 11.62589
H 15.87357 15.68381 13.35826
H 15.33577 13.31700 13.41046
H 13.62883 12.42679 11.78565
H 10.43174 11.60604 8.65429
H 10.31353 9.14218 8.92440
H 10.93159 8.09264 11.15150
H 11.73697 9.61738 12.99749
H 11.63432 12.04021 12.71623
H 13.58841 14.72475 8.15922
H 13.48824 14.85435 5.74952
H 11.48624 14.62785 4.46867
H 9.35140 13.87873 5.72084
H 9.32988 13.69907 8.10153
Se 8.16328 24.91363 11.24149
N 9.93532 24.28584 11.03042
C 9.88792 22.96610 11.05966
C 11.04107 22.11062 11.12054
C 12.35528 22.62168 11.13467
C 13.38378 21.72374 11.44385
C 13.05882 20.41011 11.61684
N 11.85251 19.87485 11.50266
C 10.78089 20.73841 11.33513
C 9.46338 20.15920 11.26366
N 9.37711 18.81491 11.37546
C 8.21459 18.24057 11.20047
C 7.04023 18.92256 10.88779
C 7.04617 20.30323 10.91932
C 8.29231 20.92835 11.04849
C 8.51800 22.36920 11.06941
N 7.51738 23.20723 11.17412
H 12.49244 23.67241 10.84066
H 14.44436 22.05693 11.53008
H 13.84513 19.69493 11.81507
H 8.23182 17.15991 11.24360
H 6.19098 18.30739 10.65388
H 6.19606 20.93886 10.71113
N 10.65234 19.14436 13.84552
H 9.65347 19.06477 14.11253
H 10.82798 20.10043 13.56803
H 11.27890 18.88852 14.64977
N 9.89455 15.68756 13.63982
C 10.41722 16.56911 13.09574
H 9.64311 14.78350 14.03588

The calculation puts the orbital gap (alpha / beta) at 6.73 / 3.14 eV. Its relative energy (zero: lowest compared OMol25 entry of this formula, charge and spin) is 0.0 kcal per mole. Its maximum force is 2.9 eV/A. The total energy comes out at -6649.2300 a.u. As for the charge: +3. Its spin multiplicity is 5.

Here is what Löwdin gives for the atomic charges, in e:
1 Os 1.18
2 S 0.61
3 C -0.61
4 C -0.09
5 C -0.04
6 C -0.05
7 C -0.09
8 C -0.40
9 As 1.31
10 C -0.38
11 C -0.11
12 C -0.06
13 C -0.03
14 C -0.05
15 C -0.15
16 C -0.36
17 C 0.02
18 C 0.01
19 C 0.00
20 C 0.06
21 C -0.05
22 H 0.10
23 H 0.12
24 H 0.14
25 H 0.09
26 H 0.08
27 H 0.12
28 H 0.12
29 H 0.13
30 H 0.10
31 H 0.13
32 H 0.14
33 H 0.14
34 H 0.15
35 H 0.13
36 Se 1.22
37 N -0.16
38 C -0.32
39 C -0.07
40 C 0.08
41 C 0.01
42 C -0.12
43 N -0.12
44 C -0.15
45 C -0.16
46 N -0.09
47 C -0.10
48 C 0.02
49 C 0.07
50 C -0.05
51 C -0.32
52 N -0.21
53 H 0.15
54 H 0.15
55 H 0.12
56 H 0.12
57 H 0.13
58 H 0.14
59 N -0.02
60 H 0.11
61 H 0.06
62 H 0.13
63 N 0.21
64 C -0.40
65 H 0.14

=====

# C31H24Cl4INO3SiZn

C31H24Cl4INO3SiZn as an isolated structure (ωB97M-V/def2-TZVPD, the Open Molecules 2025 dataset).

Atoms and positions in Å:
Zn 0.21402 0.13988 0.53238
I 2.72388 0.69987 2.27658
C 1.42431 1.89182 3.41586
C 1.94009 2.46658 4.54309
C 1.13534 3.29859 5.34711
C -0.15914 3.53272 4.99251
C -0.71495 2.94648 3.82836
C -2.05925 3.20704 3.47872
C -2.60065 2.63568 2.36365
C -1.82387 1.77929 1.55850
C -0.50123 1.48520 1.83443
C 0.07083 2.08551 2.99669
H 2.97131 2.28666 4.81591
H 1.55561 3.74678 6.23990
H -0.79137 4.17546 5.59642
H -2.64222 3.86553 4.11473
H -3.63045 2.83602 2.08941
H -2.28676 1.34905 0.67493
C -0.72152 -4.45809 -0.40941
Si -0.55853 -3.10091 0.88748
C -1.83046 -3.46822 2.23942
C 1.13319 -3.19474 1.70440
N -0.70381 -1.57306 0.18212
C -1.57788 -1.23199 -0.81720
C -2.87258 -1.50495 -1.10002
C -3.66786 -1.04994 -2.17903
C -3.38073 0.10005 -2.95335
C -2.27220 0.89771 -3.06053
C -0.84600 0.68833 -2.77470
O -0.47322 1.62456 -1.68549
C 0.72209 2.25636 -1.80582
C 1.01174 3.21894 -0.83471
C 2.21339 3.90808 -0.86027
C 3.14669 3.66646 -1.86027
C 2.84748 2.72134 -2.83484
C 1.65137 2.02203 -2.82017
H -0.70125 -5.46085 0.02890
H 0.09246 -4.37956 -1.13599
H -1.65997 -4.33810 -0.95782
H -1.60803 -4.40994 2.75249
H -2.84153 -3.53572 1.82967
H -1.82279 -2.66419 2.98085
H 1.32857 -4.20469 2.07917
H 1.21226 -2.50137 2.54642
H 1.91760 -2.93598 0.98743
H -3.37457 -2.06282 -0.30551
H -4.68302 -1.42873 -2.22036
H -4.23091 0.45681 -3.53823
H -2.38196 1.77832 -3.69205
H 0.28183 3.39650 -0.05554
H 2.42296 4.63495 -0.08283
H 4.09339 4.19404 -1.87345
H 3.56684 2.51172 -3.61939
H 1.41261 1.27460 -3.56275
Cl 4.05001 -3.81073 -3.36092
C 2.63291 -2.88991 -2.96155
C 1.43039 -3.16689 -3.60355
Cl 1.33320 -4.41208 -4.80425
C 0.30344 -2.41604 -3.26102
Cl -1.21619 -2.72714 -4.00695
C 0.37947 -1.41411 -2.31643
O -0.76165 -0.68606 -2.01325
C 1.58541 -1.10916 -1.63581
O 1.69862 -0.18304 -0.74843
C 2.70500 -1.89169 -2.00034
Cl 4.18824 -1.56826 -1.16529

The calculation puts the orbital gap at 3.12 eV. Its relative energy (zero: lowest compared OMol25 entry of this formula, charge and spin) is 147.2 kcal per mole. Its maximum force is 0.4 eV/A. The total energy comes out at -5683.4174 a.u. As for the charge: -2. Its spin multiplicity is 1.

Here is what Löwdin gives for the atomic charges, in e:
1 Zn 0.63
2 I 1.02
3 C -0.62
4 C -0.19
5 C -0.11
6 C -0.07
7 C -0.18
8 C -0.07
9 C -0.09
10 C -0.12
11 C -0.18
12 C -0.24
13 H 0.07
14 H 0.09
15 H 0.10
16 H 0.10
17 H 0.10
18 H 0.09
19 C -0.16
20 Si 0.36
21 C -0.19
22 C -0.18
23 N -0.15
24 C -0.33
25 C -0.13
26 C -0.22
27 C -0.21
28 C -0.14
29 C -0.13
30 O -0.07
31 C -0.30
32 C -0.03
33 C -0.11
34 C -0.14
35 C -0.10
36 C -0.03
37 H 0.02
38 H 0.02
39 H 0.02
40 H 0.01
41 H 0.01
42 H 0.02
43 H 0.02
44 H 0.00
45 H 0.02
46 H 0.10
47 H 0.04
48 H 0.07
49 H 0.07
50 H 0.10
51 H 0.09
52 H 0.08
53 H 0.09
54 H 0.10
55 Cl 0.61
56 C -0.71
57 C -0.72
58 Cl 0.61
59 C -0.59
60 Cl 0.76
61 C -0.21
62 O -0.14
63 C -0.39
64 O -0.22
65 C -0.60
66 Cl 0.66

=====

# C31H24ClGaN2O7S

C31H24ClGaN2O7S as an isolated structure (ωB97M-V/def2-TZVPD, the Open Molecules 2025 dataset).

Atoms and positions in Å:
Ga 0.41031 -0.27692 0.12231
C 2.23523 -1.15717 -6.22613
O 0.98703 -0.49087 -6.24395
C 0.43043 -0.17040 -5.04665
C -0.89636 0.26751 -5.09396
C -1.52334 0.60213 -3.91712
C -0.88286 0.50947 -2.67842
C -1.62494 0.75220 -1.43279
C -3.03848 1.24765 -1.53650
O -1.42041 -0.03030 -0.44173
C 0.47619 0.12206 -2.64865
O 1.19629 0.13556 -1.54381
C 1.11419 -0.23344 -3.84606
H 2.40056 -1.52561 -7.23518
H 2.22317 -1.99666 -5.52659
H 3.04310 -0.47224 -5.95456
H -1.40179 0.33394 -6.04552
H -2.54955 0.93707 -3.96477
H -3.10077 2.21795 -2.02309
H -3.47228 1.30423 -0.54236
H -3.60672 0.52063 -2.11822
H 2.15164 -0.52505 -3.78153
Cl 4.68969 -5.78011 -1.79378
C 3.42830 -4.67965 -1.31544
C 2.08818 -5.02801 -1.53837
C 1.07515 -4.18287 -1.17490
C 1.33756 -2.92931 -0.56572
O 0.33412 -2.17957 -0.23250
C 2.69920 -2.59674 -0.34338
C 3.12501 -1.38311 0.29511
O 2.41721 -0.46445 0.71251
C 3.72641 -3.48568 -0.72584
H 1.86391 -5.97711 -2.00713
H 0.04078 -4.44077 -1.35439
H 4.21235 -1.28138 0.43242
H 4.75804 -3.21006 -0.54742
O -0.69793 2.42941 -0.89980
S -0.42708 2.79118 0.49514
O 0.22642 4.05788 0.65559
N 0.33201 1.53997 1.10298
C 0.49678 1.49155 2.49481
C 0.69360 2.55658 3.33158
C 0.83386 2.35660 4.72502
C 0.80537 1.10975 5.27394
C 0.60983 -0.01441 4.43354
C 0.59490 -1.34647 4.90354
C 0.39670 -2.37339 4.02809
C 0.19371 -2.07769 2.66715
N 0.19187 -0.85111 2.20420
C 0.42485 0.18410 3.05703
C -1.98020 2.91412 1.34122
C -2.58341 1.79942 1.90735
C -3.81642 1.94213 2.52573
C -4.43833 3.18158 2.56490
C -3.82894 4.28796 1.99190
C -2.59027 4.16040 1.38106
H 0.76165 3.55507 2.92572
H 0.98246 3.22082 5.35758
H 0.93791 0.96305 6.33729
H 0.75141 -1.53707 5.95764
H 0.39213 -3.40368 4.35316
H 0.00790 -2.85592 1.93930
H -2.11192 0.83020 1.83989
H -4.29482 1.08091 2.97151
H -5.40248 3.28509 3.04431
H -4.31459 5.25335 2.02630
H -2.09353 5.01568 0.94649

The calculation puts the orbital gap at 7.30 eV. Its relative energy (zero: lowest compared OMol25 entry of this formula, charge and spin) is 15.2 kcal per mole. Its maximum force is 2.3 eV/A. The total energy comes out at -4615.1982 a.u. Its spin multiplicity is 1.

Here is what Löwdin gives for the atomic charges, in e:
1 Ga 0.30
2 C -0.08
3 O -0.08
4 C -0.28
5 C -0.01
6 C -0.02
7 C -0.10
8 C -0.37
9 C 0.01
10 O 0.01
11 C -0.28
12 O -0.02
13 C 0.07
14 H 0.09
15 H 0.09
16 H 0.09
17 H 0.11
18 H 0.11
19 H 0.10
20 H 0.08
21 H 0.10
22 H 0.12
23 Cl 0.65
24 C -0.67
25 C -0.09
26 C 0.01
27 C -0.30
28 O -0.03
29 C -0.11
30 C -0.12
31 O 0.05
32 C -0.06
33 H 0.11
34 H 0.12
35 H 0.14
36 H 0.11
37 O -0.25
38 S 0.69
39 O -0.26
40 N -0.10
41 C -0.24
42 C 0.00
43 C -0.05
44 C -0.04
45 C -0.14
46 C 0.01
47 C -0.03
48 C -0.06
49 N 0.11
50 C -0.14
51 C -0.26
52 C -0.06
53 C -0.06
54 C -0.07
55 C -0.07
56 C -0.04
57 H 0.11
58 H 0.11
59 H 0.11
60 H 0.12
61 H 0.11
62 H 0.12
63 H 0.11
64 H 0.11
65 H 0.10
66 H 0.11
67 H 0.12

=====

Question: Which value of spin multiplicity does entry 2 give?
Answer: 1